Entry 1:
This record from OMol25 describes a structure of composition C22H34F12Na3O30S4 at a distorted geometry. The level of theory is the ωB97M-V functional and the def2-TZVPD basis.

Results
Net charge   -1
LUMO   1.63 eV
Total energy   -6394.44609 Eh

Cartesian coordinates (Å):
O -1.1265 1.1125 -4.6793
H 0.4398 -2.1630 3.4437
H -1.2955 2.4947 3.3388
H -8.0996 -0.3551 -3.1405
O -2.1669 -2.6875 -4.1873
C -3.9590 3.5758 1.0993
H 2.0903 -2.6853 3.1910
H 2.4623 0.9217 2.0905
O 1.0642 -3.5641 4.8272
Na 2.7383 -0.3782 -2.9081
H -4.8950 0.7039 0.4210
O 5.9071 3.1796 2.7258
O -5.4539 -1.0353 -0.5903
H 1.0554 1.8841 3.7844
C 1.0903 -4.8898 4.8974
O 3.8484 -2.1031 -1.5464
C 4.9297 2.9434 1.8411
O 1.0658 -0.7362 -1.2216
F -1.5496 0.0821 0.8133
O -7.0276 -1.6296 -1.9160
H -0.9102 -1.1382 -3.6524
C 1.9664 -3.5212 -0.1764
Na -2.8023 1.3509 -3.0271
F -0.1501 1.6491 1.3252
O -3.3551 5.1303 -0.9338
S 0.3130 0.4890 -0.9905
O 2.8436 3.9871 -1.9701
C 6.9491 4.0030 2.2323
F 0.1332 -1.1928 -6.7064
H 5.1384 -0.3238 2.0570
F 0.7345 0.5402 -7.8296
O -3.5424 2.7343 -1.3501
H 1.8885 -3.3313 -1.2431
H -0.8575 -2.5735 -2.5910
O -3.4404 -1.0257 -3.3053
S 0.1743 1.1013 -5.3391
H 2.1934 -4.5740 -0.0251
C 5.4293 3.6902 -2.3959
O -1.4624 0.8545 4.6063
H 6.5327 4.9326 1.8487
C 3.0093 1.6866 1.5407
H 0.7512 -3.7221 2.7660
O 1.1454 1.6597 -1.1919
O 3.6205 3.5694 -4.2392
O 2.9597 -2.7038 0.4492
O 4.8580 3.4079 0.7483
O -7.3526 0.1593 -0.5850
C -0.9428 -2.2173 -3.6143
C -8.2187 -1.3009 -2.6090
F 6.0583 2.7193 -1.7179
H 7.6092 4.1582 3.0792
S 3.6841 3.1866 -2.8498
H -5.6917 -1.2134 -4.0761
Na 0.4434 3.7925 -1.2054
C -0.5657 0.2826 5.4487
S -3.0441 3.8007 -0.5002
H -6.2063 -2.4977 -5.1844
F -3.2788 2.7232 1.8905
C -5.5743 -2.2665 -4.3334
C -5.0262 -0.3622 0.5893
O -1.6643 3.6065 -0.0697
O -4.2368 -2.5695 -4.7267
O 0.5840 2.3761 -5.8357
H 0.6817 -7.1740 5.7303
H 5.2143 -2.1035 2.0048
O 4.0608 2.1109 2.4012
H -1.5531 2.8975 5.0036
H 2.1838 -6.9952 6.6614
C -1.0388 2.1861 4.3478
H 0.5888 -6.7243 7.4189
C -3.2707 -1.9928 -4.0108
O 0.9779 -5.6588 3.9989
F 0.4548 -0.4374 1.4615
C 3.7739 -2.0067 -0.3456
C 0.4488 2.1344 4.6580
F -1.3547 0.2594 -7.3325
H 0.7815 3.1166 4.9923
H 1.0130 -3.2497 0.2713
C 4.6242 -1.2230 1.7404
H -8.4170 -2.0787 -3.3423
O 1.1815 -5.2236 6.1947
C -0.2788 0.4452 0.7660
F 5.4171 4.7838 -1.6355
H 3.6591 -1.3051 2.2350
H -0.1203 -2.5929 -4.2160
C -0.1022 0.1187 -6.8856
H -4.0925 -0.7261 1.0099
C 1.1058 -3.0208 3.5221
O -0.6367 -0.8326 5.8352
H -5.7884 -0.5052 1.3611
O 0.5371 1.0681 5.5894
H 2.3240 2.4962 1.3020
H 7.5005 3.5138 1.4291
O -0.8788 0.5092 -1.7952
H -5.8432 -2.8460 -3.4501
O 3.6261 1.7526 -2.6181
O 1.1776 0.3263 -4.6243
H 3.3663 1.2271 0.6196
C -6.6782 -0.7526 -0.9777
H -9.0705 -1.2381 -1.9335
F -5.1747 3.0546 0.9161
F -4.0796 4.7308 1.7391
O 4.5143 -1.1394 0.3286
C 1.1808 -6.6006 6.5138
F 6.1693 3.9683 -3.4755

***

Entry 2:
This record from OMol25 describes a structure of composition C8H10ClMoN8O13 at a distorted geometry. The level of theory is the ωB97M-V functional and the def2-TZVPD basis.

Results
Net charge   +1
LUMO (alpha / beta)   -4.77 / -4.74 eV
Total energy   -2254.48765 Eh
<S²>   2.03
2S+1   3

Cartesian coordinates (Å):
H 1.1639 -3.6272 1.6401
O 1.0338 -0.2503 -1.4851
C -3.2295 -0.0761 -2.7634
O -2.5144 3.9544 -2.8642
H -3.3445 1.8091 -3.7306
N 2.6946 -2.5821 2.3812
H 2.0641 -2.8621 0.4721
N 1.6262 0.6748 3.3202
N -1.2044 -0.9453 0.1697
H -2.8782 -1.8879 -1.6665
H 3.7577 -0.3102 4.3864
O 0.6794 1.2634 2.8216
O -0.7153 1.5827 0.0686
N 1.7065 -0.6051 2.8377
O -1.5754 -0.8136 1.4659
H -0.0113 2.9656 1.3674
C 2.7554 -1.4220 3.0622
N 3.7530 -1.1849 3.8827
Mo 0.3949 -0.9742 1.2277
C -2.6585 -0.8334 -1.7590
O -0.4367 3.4461 -2.5601
C -2.0223 1.8726 -2.0460
Cl 2.3339 -0.6691 -1.0895
C -0.5380 2.9723 0.4238
O 3.3549 0.0109 -1.7505
N -1.6298 3.2241 -2.4824
H 4.5112 -1.8367 4.0047
C -2.9145 1.2531 -2.9089
O 2.4196 -0.3959 0.3967
O 2.3846 1.1115 4.1541
O -4.4502 -1.8712 -3.4881
O -4.5517 -0.0385 -4.6363
N -4.1599 -0.7137 -3.7102
N 1.6731 -2.7713 1.4272
C -1.4759 1.1737 -0.9569
H 0.0430 3.4980 -0.3182
H -1.5116 3.4464 0.5562
O -0.6717 -2.1330 -0.0653
H 3.5144 -3.1630 2.3009
C -1.8249 -0.1937 -0.8784
O 2.4544 -2.0982 -1.2074

***

Energy above the lowest of the compared OMol25 structures with the same formula, charge and spin values (in kcal per mole) by entry order: 0.0; 27.7.